[1]
Here is the molecule C2H2N2O3 in a non-equilibrium geometry from OMol25. Energies are from ωB97M-V/def2-TZVPD.

Output
- LUMO energy (eV) = 0.5
- HOMO (eV) = -10.23
- relative energy (zero: lowest compared OMol25 entry of this formula, charge and spin) (kcal/mol) = 120.3
- largest force on an atom (eV Å⁻¹) = 9.6
- SMILES = O=C1NOC=NO1
- frontier orbital gap (eV) = 10.709

Each line ends with the Mulliken charge.
Atoms and positions in Å:
O1 -1.662 -1.246 0.961  -0.577
C1 -0.743 -0.585 0.319  0.547
N1 -0.147 -0.780 -0.964  0.013
O2 0.802 0.151 -1.451  -0.302
C2 1.219 1.144 -0.523  0.047
N2 0.707 1.225 0.637  -0.324
O3 -0.163 0.250 1.248  -0.110
H1 -0.524 -1.341 -1.571  0.199
H2 1.924 1.631 -0.984  0.508


[2]
Here is a structure of composition C33H40Br2ClO5Ti from OMol25. Energies are from ωB97M-V/def2-TZVPD.

Output
- LUMO energy (spin up / spin down) (eV) = 2.5 / 1.4
- HOMO (spin up / spin down) (eV) = -4.71 / -5.26
- ⟨S²⟩ = 2.008
- spin multiplicity = 3
- relative energy (zero: lowest compared OMol25 entry of this formula, charge and spin) (kcal/mol) = 0.0
- largest force on an atom (eV Å⁻¹) = 0.3
- charge = -1
- frontier orbital gap (spin up / spin down) (eV) = 7.195 / 6.643

Each line ends with the Mulliken charge.
Atoms and positions in Å:
Ti1 0.415 -0.709 -1.635  -0.663
C1 -1.185 0.646 5.124  -1.740
C2 -2.032 0.561 3.846  2.037
C3 -3.283 -0.285 4.118  -1.780
C4 -2.480 1.975 3.476  -1.769
C5 -1.202 -0.079 2.735  -1.146
C6 -0.898 0.583 1.546  0.283
C7 -0.183 -0.131 0.629  0.677
Br1 -1.387 -2.671 -2.013  -0.661
C8 0.430 -1.372 0.788  1.594
O1 1.217 -1.798 -0.187  -0.900
C9 0.048 -2.079 1.956  -1.239
C10 -0.719 -1.384 2.885  0.241
C11 0.479 -3.518 2.268  1.899
C12 1.491 -3.498 3.421  -1.659
C13 1.104 -4.247 1.073  -1.900
C14 -0.756 -4.334 2.685  -1.813
H1 -1.762 1.100 5.935  0.473
H2 -0.295 1.253 4.950  0.330
H3 -0.860 -0.343 5.451  0.321
H4 -3.878 0.163 4.918  0.461
H5 -3.023 -1.301 4.420  0.310
H6 -3.902 -0.352 3.221  0.363
H7 -3.075 2.393 4.292  0.514
H8 -3.098 1.973 2.575  0.371
H9 -1.626 2.634 3.309  0.234
H10 -1.232 1.590 1.332  0.326
H11 -0.961 -1.899 3.808  0.324
H12 2.378 -2.928 3.140  0.308
H13 1.801 -4.517 3.672  0.444
H14 1.064 -3.040 4.316  0.294
H15 2.051 -3.801 0.776  0.288
H16 0.440 -4.225 0.208  0.304
H17 1.280 -5.288 1.359  0.532
H18 -1.233 -3.943 3.584  0.316
H19 -0.460 -5.366 2.888  0.483
H20 -1.493 -4.338 1.880  0.409
Br2 5.530 3.924 -1.050  -0.241
C15 4.126 2.635 -1.175  -0.141
C16 3.791 1.882 -0.064  -0.719
C17 2.764 0.949 -0.174  -0.352
C18 2.040 0.744 -1.356  1.311
C19 2.436 1.530 -2.449  -0.291
C20 3.463 2.467 -2.379  -0.429
H21 4.321 2.024 0.869  0.425
H22 2.530 0.362 0.709  0.214
H23 1.917 1.424 -3.399  0.357
H24 3.742 3.057 -3.243  0.427
C21 2.495 -3.467 -4.253  -0.642
C22 1.142 -3.239 -4.929  -0.655
C23 0.826 -1.804 -4.552  -0.451
O2 1.471 -1.606 -3.265  0.201
C24 2.304 -2.743 -2.934  -0.365
H25 3.299 -3.008 -4.832  0.314
H26 2.730 -4.521 -4.104  0.350
H27 0.389 -3.899 -4.496  0.246
H28 1.169 -3.382 -6.009  0.407
H29 -0.237 -1.614 -4.429  0.231
H30 1.252 -1.073 -5.241  0.307
H31 1.770 -3.358 -2.207  0.129
H32 3.217 -2.354 -2.484  0.306
C25 -3.676 3.877 -0.849  -1.866
C26 -2.177 3.893 -0.744  1.132
C27 -1.547 4.100 0.477  -0.730
C28 -0.163 4.074 0.565  0.231
Cl1 0.586 4.288 2.128  -0.271
C29 0.628 3.870 -0.548  -0.634
C30 0.005 3.694 -1.774  -0.326
C31 -1.375 3.690 -1.868  0.276
O3 -1.965 3.529 -3.105  -0.646
C32 -2.258 2.171 -3.441  -0.651
C33 -0.985 1.321 -3.564  0.445
O4 -0.322 1.345 -4.586  -0.662
O5 -0.720 0.631 -2.505  -0.301
H33 -4.126 4.396 -0.002  0.468
H34 -4.054 2.852 -0.850  0.291
H35 -4.007 4.348 -1.773  0.396
H36 -2.137 4.272 1.368  0.359
H37 1.706 3.827 -0.465  0.643
H38 0.593 3.528 -2.666  0.552
H39 -2.750 2.214 -4.410  0.338
H40 -2.920 1.729 -2.692  0.153


[3]
Here is a structure of composition C16H25Cl3OOs in a non-equilibrium geometry from OMol25. Energies are from ωB97M-V/def2-TZVPD.

Output
- LUMO energy (spin up / spin down) (eV) = 5.1 / 5.0
- HOMO (spin up / spin down) (eV) = 1.45 / -0.38
- ⟨S²⟩ = 6.031
- spin multiplicity = 5
- largest force on an atom (eV Å⁻¹) = 3.0
- charge = -2
- frontier orbital gap (spin up / spin down) (eV) = 3.603 / 5.389

Each line ends with the Mulliken charge.
Atoms and positions in Å:
C1 0.506 -2.083 0.412  0.278
C2 1.841 -1.568 0.300  0.288
C3 1.955 -0.862 -0.912  0.893
C4 2.906 -1.696 1.326  -1.715
C5 0.746 -1.072 -1.669  0.942
C6 -0.152 -1.881 -0.873  1.002
C7 -1.272 -2.665 -1.473  -1.736
C8 0.094 -2.975 1.532  -1.891
C9 3.165 -0.098 -1.334  -1.926
C10 0.564 -0.721 -3.109  -1.789
Os1 -0.069 0.038 0.179  0.522
Cl1 1.215 1.017 2.018  -0.618
Cl2 -1.723 -0.709 1.781  -0.418
Cl3 0.629 1.964 -1.188  -0.631
H1 2.501 -1.864 2.328  0.306
H2 3.568 -0.824 1.366  0.325
H3 3.517 -2.560 1.068  0.380
H4 3.505 0.548 -0.508  0.392
H5 2.964 0.542 -2.196  0.313
H6 3.993 -0.766 -1.589  0.295
H7 1.034 0.242 -3.345  0.363
H8 -0.502 -0.659 -3.355  0.388
H9 1.027 -1.498 -3.739  0.264
H10 -1.805 -2.033 -2.187  0.365
H11 -2.026 -2.960 -0.721  0.457
H12 -0.852 -3.521 -2.029  0.236
H13 0.327 -2.492 2.487  0.455
H14 0.635 -3.923 1.501  0.317
H15 -0.974 -3.179 1.508  0.383
O1 -2.866 -1.567 0.118  -0.469
H16 -3.857 -1.564 0.129  0.030
C11 -3.279 3.929 1.915  -1.746
C12 -1.965 4.005 1.162  2.242
C13 -2.123 4.951 -0.018  -1.564
C14 -0.965 4.694 2.093  -1.668
C15 -1.612 2.656 0.727  -0.238
C16 -1.321 1.482 0.553  -0.502
H17 -3.575 4.936 2.203  0.407
H18 -3.155 3.327 2.818  0.391
H19 -4.054 3.493 1.285  0.382
H20 -2.429 5.930 0.357  0.378
H21 -1.176 5.069 -0.555  0.384
H22 -2.889 4.592 -0.708  0.371
H23 -0.809 4.131 3.019  0.382
H24 0.004 4.874 1.609  0.365
H25 -1.379 5.671 2.370  0.416


[4]
Here is a cluster of 5 separate species, C35H73BN2O12 in total from OMol25. Energies are from ωB97M-V/def2-TZVPD.

Output
- LUMO energy (eV) = 0.4
- HOMO (eV) = -8.52
- largest force on an atom (eV Å⁻¹) = 0.7
- SMILES = [H]/N=C/CN[C@@](CCCCCCCCCCCCOC)(COC)B(O)OC.CCOC(C)=O.CCOC(C)=O.CCOC(C)=O.CCOC(C)=O
- frontier orbital gap (eV) = 8.906

Each line ends with the Mulliken charge.
Atoms and positions in Å:
H1 -1.338 4.106 2.231  0.261
N1 -1.989 3.332 2.107  -0.363
C1 -1.395 2.216 2.191  -0.339
C2 -2.175 0.922 2.023  -0.574
N2 -2.817 0.734 0.720  -0.280
C3 -1.963 0.155 -0.331  1.105
C4 -0.745 1.024 -0.692  -0.020
C5 -1.064 2.417 -1.242  -0.878
C6 0.067 2.996 -2.118  -0.646
C7 0.999 3.965 -1.358  -0.701
C8 2.514 3.909 -1.683  -0.642
C9 2.906 3.383 -3.075  -1.008
C10 3.204 1.878 -3.157  -0.068
C11 4.529 1.489 -2.481  -0.908
C12 4.621 0.005 -2.101  -0.420
C13 5.789 -0.327 -1.147  -0.443
C14 5.417 -1.090 0.129  -0.753
C15 4.777 -0.249 1.253  -0.494
O1 4.017 0.855 0.794  -0.357
C16 2.631 0.618 0.730  -0.433
C17 -1.464 -1.235 0.124  -1.982
O2 -1.545 -2.135 -0.979  -0.372
C18 -0.591 -3.179 -0.908  -0.635
B1 -2.856 -0.152 -1.643  0.885
O3 -2.327 -0.095 -2.927  -0.568
O4 -4.183 -0.404 -1.469  -0.619
C19 -4.967 -0.894 -2.545  -0.666
H2 -0.313 2.140 2.381  0.342
H3 -2.955 0.917 2.795  0.416
H4 -1.516 0.077 2.236  0.211
H5 -3.173 1.632 0.414  0.416
H6 -0.130 0.472 -1.419  0.598
H7 -0.119 1.115 0.210  -0.172
H8 -1.239 3.106 -0.407  0.228
H9 -1.995 2.392 -1.820  0.306
H10 0.645 2.166 -2.527  0.122
H11 -0.391 3.526 -2.960  0.505
H12 0.650 4.989 -1.540  0.477
H13 0.876 3.803 -0.277  0.198
H14 2.903 4.930 -1.584  0.441
H15 3.046 3.328 -0.915  0.184
H16 2.144 3.663 -3.812  0.415
H17 3.830 3.892 -3.383  0.459
H18 2.392 1.282 -2.721  -0.114
H19 3.251 1.597 -4.216  0.424
H20 4.714 2.107 -1.594  0.422
H21 5.341 1.692 -3.191  0.347
H22 4.760 -0.570 -3.026  0.596
H23 3.669 -0.330 -1.674  0.051
H24 6.513 -0.941 -1.693  0.102
H25 6.324 0.598 -0.893  0.392
H26 6.341 -1.508 0.550  0.236
H27 4.784 -1.952 -0.116  0.263
H28 5.557 0.153 1.907  0.363
H29 4.138 -0.889 1.881  0.333
H30 2.208 1.257 -0.052  -0.253
H31 2.399 -0.426 0.479  0.388
H32 2.151 0.867 1.686  0.422
H33 -2.073 -1.609 0.954  0.519
H34 -0.415 -1.193 0.460  0.537
H35 -0.935 -3.983 -1.561  0.284
H36 -0.495 -3.540 0.122  0.173
H37 0.397 -2.826 -1.242  0.270
H38 -1.516 -0.601 -2.971  0.325
H39 -5.815 -1.427 -2.104  0.153
H40 -5.350 -0.067 -3.151  0.287
H41 -4.399 -1.584 -3.173  0.269
C20 0.259 -6.981 5.258  -0.946
C21 -0.833 -6.511 4.321  -0.414
O5 -0.588 -5.187 3.828  -0.358
C22 0.173 -4.940 2.748  0.754
C23 0.994 -6.051 2.138  -0.967
O6 0.214 -3.816 2.325  -0.577
H42 1.219 -7.066 4.749  0.273
H43 0.003 -7.958 5.668  0.354
H44 0.373 -6.278 6.083  0.295
H45 -0.990 -7.203 3.493  0.352
H46 -1.779 -6.425 4.851  0.311
H47 1.977 -6.043 2.609  0.280
H48 1.122 -5.832 1.081  0.269
H49 0.565 -7.042 2.246  0.345
C24 -10.419 -1.989 -2.195  -0.837
C25 -10.842 -2.744 -0.953  -0.407
O7 -10.699 -4.160 -1.104  -0.365
C26 -9.537 -4.806 -0.864  0.718
C27 -8.273 -4.007 -0.647  -0.898
O8 -9.538 -6.004 -0.883  -0.559
H50 -9.357 -2.122 -2.405  0.173
H51 -10.610 -0.923 -2.069  0.348
H52 -10.982 -2.344 -3.059  0.294
H53 -10.313 -2.397 -0.065  0.370
H54 -11.905 -2.602 -0.767  0.303
H55 -7.790 -3.863 -1.613  0.198
H56 -7.611 -4.593 -0.016  0.375
H57 -8.426 -3.036 -0.186  0.289
C28 -4.098 5.896 2.568  -0.706
C29 -5.017 6.828 3.325  -0.595
O9 -4.506 8.165 3.393  -0.374
C30 -4.708 9.073 2.417  0.731
C31 -5.295 8.630 1.097  -0.897
O10 -4.364 10.205 2.609  -0.556
H58 -3.998 6.189 1.523  0.213
H59 -4.471 4.873 2.598  0.337
H60 -3.105 5.906 3.018  0.253
H61 -6.028 6.827 2.916  0.391
H62 -5.095 6.522 4.367  0.331
H63 -4.472 8.358 0.434  0.241
H64 -5.817 9.478 0.663  0.305
H65 -5.976 7.786 1.164  0.308
C32 10.739 -0.877 0.661  -1.145
C33 9.481 -1.515 0.111  -0.164
O11 9.221 -1.124 -1.241  -0.345
C34 9.770 -1.751 -2.304  0.784
C35 10.887 -2.744 -2.087  -1.012
O12 9.381 -1.459 -3.398  -0.550
H66 11.627 -1.206 0.122  0.299
H67 10.862 -1.138 1.713  0.374
H68 10.674 0.208 0.578  0.316
H69 9.501 -2.602 0.199  0.381
H70 8.610 -1.163 0.661  0.171
H71 11.834 -2.206 -2.138  0.277
H72 10.858 -3.462 -2.901  0.324
H73 10.842 -3.276 -1.140  0.317


| no. | total energy (hartree) |
| --- | --- |
| 1 | -412.45931 |
| 2 | -8115.52107 |
| 3 | -2170.96802 |
| 4 | -2414.65665 |